i) Molecular formula: C3H5NS
Method: DFT, ωB97M-V/def2-TZVPD

Values from the calculation:
frontier orbital gap = 8.803 eV
HOMO energy = -8.25 eV

Each line ends with the natural charge from an NBO analysis.
Element x y z (Å)
H 1.73287 1.15471 0.22159  0.240
S -2.85008 -0.63563 0.21221  -0.136
C 0.53620 -0.09022 -0.99787  -0.217
H -1.50377 0.45726 1.81227  0.210
H 1.48278 -0.94825 0.84212  0.244
C -1.40941 -0.08388 0.77279  -0.074
N -0.32458 0.18351 0.08328  -0.418
C 1.16079 0.07549 0.37574  -0.280
H 0.62795 0.93943 -1.65037  0.202
H 0.54725 -1.05242 -1.67177  0.230


ii) Molecular formula: C3H5NS
Method: DFT, ωB97M-V/def2-TZVPD

Values from the calculation:
frontier orbital gap = 8.746 eV
HOMO energy = -8.26 eV

Each line ends with the natural charge from an NBO analysis.
Element x y z (Å)
H -0.05498 1.99153 -0.08070  0.226
C -0.21723 0.95206 -0.06546  -0.531
N -2.03184 -1.06059 0.03249  -1.164
S -2.00501 0.50178 -0.13444  0.884
H -1.83088 -1.54092 -0.81450  0.341
H 2.14810 -0.71627 -1.17906  0.224
H 2.53598 -0.75409 0.69150  0.229
C 0.85258 0.28778 0.01344  0.125
C 1.95513 -0.35190 -0.24718  -0.468
H -2.35822 0.51408 1.20132  0.135


What should be chosen as the most stable of them? Choose i).


i) Molecular formula: C10H30O5S5
Method: DFT, ωB97M-V/def2-TZVPD

Values from the calculation:
frontier orbital gap = 8.708 eV
HOMO energy = -8.34 eV

Each line ends with the natural charge from an NBO analysis.
Element x y z (Å)
H 1.07419 -3.84417 1.66258  0.261
C -2.28439 -2.99257 -1.52043  -0.843
C -0.05259 -1.13973 3.94723  -0.873
H -1.08874 2.01447 -0.93219  0.205
H 3.15042 5.50541 0.53542  0.260
H 2.15058 -3.31579 -1.41182  0.240
O 0.45199 4.55150 -0.39964  -1.000
O 0.02769 0.93167 -3.95564  -1.012
H 3.69357 0.74859 -0.06090  0.251
C 1.79589 -2.31457 -1.29711  -0.812
H 1.83748 0.27019 0.33272  0.235
H 1.41915 -3.54779 3.18208  0.213
H -0.79396 3.64603 -4.46770  0.254
H -0.69260 0.30498 -0.91008  0.263
C -0.44699 1.46902 -1.41353  -0.820
H 0.69622 1.72861 -1.27650  0.229
H -4.77814 -4.22064 -1.55622  0.223
C -0.67839 3.39140 -3.39889  -0.818
H -1.98439 -3.97678 -1.57647  0.234
C 0.70290 2.93202 1.70265  -0.779
H 2.53991 0.42436 -1.40844  0.236
C 2.71140 0.19731 -0.27941  -0.835
O 3.18601 -2.03001 1.04658  -1.006
H 0.27088 3.57332 -2.86032  0.253
H 1.69240 -1.79016 -2.19526  0.246
H -5.89944 -3.36478 -0.48269  0.252
S -3.53613 -2.66831 -0.31339  1.191
S 0.35968 -1.57965 2.34786  1.269
H -1.39920 -2.45487 -1.06362  0.262
O -3.61059 -1.09824 -0.18062  -0.971
H 3.08116 4.84473 2.12461  0.243
O -0.93704 -1.55518 1.55254  -0.995
H 3.09785 3.88135 0.31258  0.246
H -1.44286 3.95394 -2.61183  0.229
H 0.74280 -0.83365 4.52945  0.237
S 0.91744 4.61875 1.04889  1.226
C -5.03316 -3.14326 -1.18085  -0.843
C 2.69159 4.63712 1.00264  -0.889
C 0.64666 -3.34791 2.62995  -0.810
H -0.56856 -0.39067 4.11257  0.241
H 0.94847 -2.06883 -0.76990  0.230
H -5.26434 -2.37912 -2.00165  0.248
H -0.48808 -1.75260 4.61474  0.231
S -1.04307 1.62217 -3.09083  1.211
H 0.87682 2.27604 0.81876  0.239
H -2.78667 -2.33789 -2.28974  0.247
H -0.33327 2.93733 2.15943  0.249
H 1.47267 3.03611 2.30784  0.206
H -0.26807 -3.77560 3.32226  0.234
S 3.17484 -1.57367 -0.38768  1.212


ii) Molecular formula: C10H30O5S5
Method: DFT, ωB97M-V/def2-TZVPD

Values from the calculation:
frontier orbital gap = 6.356 eV
HOMO energy = -7.13 eV

Each line ends with the natural charge from an NBO analysis.
Element x y z (Å)
H 2.99214 -0.50654 0.62090  0.351
H -2.99357 2.68482 4.39167  0.229
H -1.90017 2.11704 -3.98656  0.257
H 0.54098 1.79730 -0.96990  0.389
O 2.81524 0.65291 0.28410  -0.950
H -1.65659 1.22464 2.97911  0.202
C 3.64615 -3.70089 -0.65916  -0.820
C -3.83651 2.01577 4.56465  -0.857
H -4.56251 2.31693 3.80945  0.219
C 0.92059 -0.08092 0.07771  -0.928
H -0.34074 -1.47300 -1.53373  0.266
O -0.31007 1.53679 -1.39877  -0.914
H -4.48369 2.24456 5.41135  0.231
H -1.61954 -0.40766 2.74249  0.317
H -2.84911 0.48423 1.83023  0.192
H 0.77263 0.01601 -0.99785  0.178
H -1.93690 -0.86210 -1.69735  0.259
H 1.41146 3.16140 -1.63175  0.248
H -1.07858 -1.51538 -3.21365  0.244
C 2.57376 -0.51551 -1.96788  -0.843
C 1.38458 2.07211 -1.60309  -0.844
H -2.50762 1.45311 0.88275  0.221
C -1.01041 -1.00302 -2.25399  -0.758
S 3.21365 -3.01152 0.97510  1.060
C -1.47963 1.45122 0.52035  -0.837
H -2.22795 0.42852 -4.29253  0.248
S -0.41402 0.67941 -2.74358  1.152
S -3.44296 0.23942 4.34103  1.202
H 1.50462 -0.54925 -1.75833  0.213
C 2.35787 -1.38434 0.49735  -0.841
O 2.26787 -4.03283 1.75540  -0.958
H 1.98402 -1.41186 -0.52616  0.247
H 2.47781 -0.36529 -3.04320  0.234
H 3.65317 -4.75502 -0.38192  0.267
O -0.43638 -0.17202 2.51746  -0.952
C -1.99751 1.14466 -3.50376  -0.762
H -0.82222 2.13484 1.05755  0.213
S 2.95835 1.13259 -1.15173  1.149
H 3.24562 -1.33780 -1.72179  0.266
O -4.64016 -0.57958 3.96343  -0.988
H 1.05507 1.76525 -2.59574  0.143
S -0.67794 -0.15746 1.01866  1.106
H 2.86146 -3.50503 -1.38992  0.202
H 4.55949 -3.10616 -0.67403  0.231
H 1.48822 0.81411 0.33227  0.313
H 1.58380 -1.06017 1.19293  0.361
C -2.34744 0.40201 2.79442  -0.865
H 1.43780 -0.95924 0.46392  0.164
H -2.80001 1.07906 -2.76906  0.257
H -1.33413 1.40377 -0.55885  0.290


What should be chosen as the most stable of them? Choose i).


i) Molecular formula: C4H9O2
Method: DFT, ωB97M-V/def2-TZVPD

Values from the calculation:
frontier orbital gap = 6.257 eV
charge = -1
HOMO energy = -2.26 eV

Each line ends with the natural charge from an NBO analysis.
Element x y z (Å)
H 2.60905 0.48284 0.31820  0.158
C 1.75800 0.31695 -0.37642  -0.060
H -0.06988 1.08042 -0.71639  0.208
C -0.49453 -0.49615 0.85134  -0.479
H -2.03319 -1.90865 0.34013  0.056
H 1.78741 -0.85272 -0.66505  0.160
C -1.88442 -0.85511 0.05887  0.032
O 2.06365 1.13105 -1.63277  -0.754
O -2.05655 -0.58304 -1.22238  -0.915
C 0.34148 0.60618 0.14982  -0.425
H -2.70709 -0.57504 0.85579  0.010
H 0.37240 1.40506 1.03711  0.168
H 1.20869 1.71604 -1.63224  0.460
H 0.07430 -1.42539 1.00745  0.184
H -0.96932 -0.04244 1.62655  0.196


ii) Molecular formula: C4H9O2
Method: DFT, ωB97M-V/def2-TZVPD

Values from the calculation:
frontier orbital gap = 7.319 eV
charge = -1
HOMO energy = -3.60 eV

Each line ends with the natural charge from an NBO analysis.
Element x y z (Å)
H 1.54210 0.17090 -0.75569  0.255
H 1.58341 -0.31791 -2.44129  0.191
C 1.13890 0.40052 -1.74055  -0.634
O 0.85840 -1.65231 2.73254  -0.800
H -1.48956 -1.75559 2.12434  0.192
H 1.77749 1.27232 -1.95386  0.195
C 0.30829 -0.55724 2.48975  0.767
C -0.26720 0.77590 -2.02798  -0.628
H -0.79021 1.04693 -1.11006  0.229
C -1.16630 -0.72514 1.93852  -0.774
H -0.46082 1.50245 -2.81773  0.195
O 0.78649 0.58929 2.53032  -0.793
H -0.94114 0.05734 -2.53385  0.196
H -1.09667 -0.57469 0.86775  0.206
H -1.78318 -0.23277 2.69778  0.204


What should be chosen as the most stable of them? Choose ii).


i) Molecular formula: C4H9O2
Method: DFT, ωB97M-V/def2-TZVPD

Values from the calculation:
frontier orbital gap = 4.757 eV
charge = -1
HOMO energy = -1.83 eV

Each line ends with the natural charge from an NBO analysis.
Element x y z (Å)
H 3.30412 0.67804 -0.02558  0.156
C -2.95138 0.07704 -0.29560  -0.164
H -2.29032 -0.87410 -0.38622  0.039
O -3.97908 0.19321 -1.12655  -0.958
H 1.84924 -1.29574 -0.68905  0.188
H 1.93905 1.27201 0.97935  0.167
C 1.46529 -0.33600 -0.34877  -0.248
H -0.36929 -0.42182 -1.39180  0.224
H -3.19877 -0.04625 0.79895  0.050
O 2.79502 -0.51030 1.61734  -0.728
C 2.41213 0.38901 0.54448  -0.099
H -0.14869 0.99549 -0.23756  0.200
C 0.26831 0.11252 -0.70417  -0.338
H 3.66821 -0.23244 1.90489  0.455
H -2.23569 0.93699 -0.29002  0.056


ii) Molecular formula: C4H9O2
Method: DFT, ωB97M-V/def2-TZVPD

Values from the calculation:
frontier orbital gap = 7.813 eV
charge = -1
HOMO energy = -3.88 eV

Each line ends with the natural charge from an NBO analysis.
Element x y z (Å)
H 1.97065 -1.44542 2.81791  0.181
H 0.36561 0.03985 1.45902  0.216
C 1.30387 -1.85177 2.05189  -0.602
H -0.71483 -1.26753 1.26639  0.253
C 0.08317 -0.90713 1.91057  -0.610
H 1.28281 1.63086 -1.81243  0.202
H 0.90364 -2.81000 2.38634  0.185
H 1.89358 -2.04820 1.15553  0.197
H 0.95003 0.02393 -2.29754  0.197
H 1.28060 0.06180 -0.63601  0.208
H -0.21558 -0.83025 2.95994  0.175
C 0.87922 0.69517 -1.43450  -0.766
O -1.18896 -0.27633 -0.85581  -0.820
C -0.62771 0.83552 -1.08716  0.763
O -1.11407 1.97556 -1.18108  -0.778


iii) Molecular formula: C4H9O2
Method: DFT, ωB97M-V/def2-TZVPD

Values from the calculation:
frontier orbital gap = 7.902 eV
charge = -1
HOMO energy = -3.74 eV

Each line ends with the natural charge from an NBO analysis.
Element x y z (Å)
H -0.70647 -0.15274 -0.73689  0.232
O -1.50919 0.26412 2.07436  -0.806
H -1.51478 2.27659 0.67519  0.201
C -0.48010 2.00798 0.84109  -0.768
H 1.51628 -2.04054 -1.64279  0.164
H 0.12637 1.91879 -0.06850  0.187
C 1.04372 -1.48319 -0.82287  -0.594
H -0.26829 -0.74180 -2.33973  0.175
O 0.76407 0.22113 1.92178  -0.783
H 0.09391 2.72426 1.44030  0.199
C -0.37081 0.65417 1.68963  0.774
H -1.05290 -1.81461 -1.12577  0.194
H 0.98242 -2.18078 0.00788  0.213
C -0.33598 -1.00797 -1.28207  -0.604
H 1.71177 -0.64541 -0.63162  0.217


What should be chosen as the most stable of them? Choose iii).


i) Molecular formula: C3H7N3
Method: DFT, ωB97M-V/def2-TZVPD

Values from the calculation:
frontier orbital gap (spin up / spin down) = 8.143 / 7.750 eV
HOMO energy (spin up / spin down) = -7.74 / -7.18 eV

Each line ends with the natural charge from an NBO analysis.
Element x y z (Å)
H -1.87812 2.64773 -0.56305  0.415
C 2.00419 -0.36709 -0.32618  -0.657
N -0.36126 0.11806 -0.10944  -0.386
H 2.94667 -0.03849 0.11600  0.222
H 2.01112 -1.46747 -0.35164  0.209
H 1.97412 -0.02310 -1.36501  0.215
H 0.89756 0.13634 1.55110  0.175
N -1.92423 -1.02203 -0.00829  -0.898
C 0.85037 0.16166 0.46305  -0.070
C -1.28174 0.94802 0.08809  0.785
H -1.53452 -1.69592 -0.66430  0.346
H -1.88815 -1.43148 0.92427  0.332
N -1.81600 2.03378 0.24541  -0.687


ii) Molecular formula: C3H7N3
Method: DFT, ωB97M-V/def2-TZVPD

Values from the calculation:
frontier orbital gap = 9.879 eV
HOMO energy = -8.93 eV

Each line ends with the natural charge from an NBO analysis.
Element x y z (Å)
C 0.17342 0.53336 0.77172  0.377
H -2.51540 0.12172 -1.39573  0.204
H -1.20696 -1.10876 -1.10430  0.183
H 1.08838 1.14169 2.36070  0.326
H -1.50344 1.67389 0.14650  0.229
N 1.36589 -1.05104 -0.76798  -0.636
H 1.20068 -0.41599 -1.54849  0.355
H 0.76850 -1.87153 -0.87933  0.343
C -1.59386 -0.12725 -0.89430  -0.362
C -1.02765 0.72558 -0.05289  -0.236
N 0.24875 1.28083 1.80116  -0.695
H 1.88268 -0.50000 1.11316  0.375
N 1.11900 -0.40249 0.44977  -0.464


iii) Molecular formula: C3H7N3
Method: DFT, ωB97M-V/def2-TZVPD

Values from the calculation:
frontier orbital gap = 9.853 eV
HOMO energy = -8.88 eV

Each line ends with the natural charge from an NBO analysis.
Element x y z (Å)
H 2.60111 -1.15663 -0.06793  0.181
N -0.70471 -0.90611 -0.55752  -0.441
C 0.01107 1.33947 -0.09408  -0.298
C -1.17279 0.27888 0.20331  -0.263
N 1.52664 0.85976 -0.13660  -0.444
H -2.17007 0.67822 -0.25171  0.206
H -1.25209 -1.71035 0.00819  0.347
H -0.08506 2.13772 -1.03415  0.233
H 0.66393 -2.05870 -0.25826  0.353
N 0.47708 -1.27963 0.21667  -0.523
C 1.62663 -0.39161 0.04694  0.247
H -1.42817 -0.00351 1.19076  0.193
H -0.09359 2.21251 0.73438  0.210


What should be chosen as the most stable of them? Choose ii).


i) Molecular formula: C17H24N2O
Method: DFT, ωB97M-V/def2-TZVPD

Values from the calculation:
frontier orbital gap = 8.555 eV
HOMO energy = -7.80 eV

Each line ends with the natural charge from an NBO analysis.
Element x y z (Å)
H -4.01760 0.66986 1.32399  0.214
C 4.63877 0.04817 0.57209  0.188
H -5.12230 0.36085 -0.97481  0.224
H -1.16548 2.79218 -1.22399  0.239
H -0.19548 0.71563 -2.11369  0.228
H 6.34249 0.09119 1.82584  0.233
H -1.27149 -2.53080 0.55078  0.211
H 5.97573 -1.50758 1.16648  0.218
C -1.79876 -1.69886 0.08798  -0.619
H 5.40792 -1.13138 -1.88763  0.202
H 3.75507 -1.71095 -2.15143  0.219
H -6.30093 -0.21078 1.15128  0.199
H 4.12690 1.56558 2.04785  0.218
H -0.63521 3.41504 0.36390  0.199
C 3.86740 0.99922 1.17544  -0.321
H -5.59397 -1.82658 1.11463  0.195
O -2.88682 1.19293 -1.53198  -0.637
C 4.49579 -1.47459 -1.39152  -0.401
H -6.71820 -1.33017 -0.14547  0.212
C -3.59829 0.07940 0.49936  -0.313
H -1.06014 -0.98853 -0.27719  0.217
H 6.70298 -0.27594 0.13436  0.219
C -2.73271 -1.04339 1.09982  -0.384
C 0.61919 0.80549 -1.41061  -0.222
H 4.72659 -2.38576 -0.83336  0.203
H 1.80304 -0.69158 -2.36827  0.209
C 1.73819 0.01590 -1.55462  -0.232
H -4.39632 -1.23475 -1.01298  0.202
N 3.97577 -0.46155 -0.51955  -0.349
C 0.50081 1.73628 -0.36788  -0.060
H -3.39431 -1.80119 1.52411  0.206
C -5.91057 -0.98850 0.49754  -0.603
C 2.66188 1.10037 0.43199  -0.010
H 1.42899 2.59562 1.36382  0.204
C -0.78341 2.51470 -0.23902  -0.245
C -2.73626 1.02443 -0.34046  0.697
C 5.99264 -0.43980 0.94529  -0.646
C 2.76457 0.16571 -0.62928  0.120
N -1.81466 1.70195 0.38328  -0.616
C 1.51411 1.88143 0.55683  -0.217
H -2.35449 -2.07884 -0.76489  0.206
H -2.13335 -0.64618 1.92393  0.192
H -1.65784 1.43956 1.34326  0.390
C -4.76025 -0.45377 -0.34521  -0.391


ii) Molecular formula: C17H24N2O
Method: DFT, ωB97M-V/def2-TZVPD

Values from the calculation:
frontier orbital gap = 8.042 eV
HOMO energy = -8.36 eV

Each line ends with the natural charge from an NBO analysis.
Element x y z (Å)
H -3.77027 0.11972 1.55158  0.196
C -1.15271 -1.32231 0.48939  -0.543
H -5.30209 -0.73277 1.11752  0.207
H 2.58034 1.78448 0.92008  0.176
H 4.99533 0.95010 -1.01115  0.188
C -2.16234 -2.23524 0.33837  -0.327
H 3.64020 -1.60628 -1.43402  0.235
C 0.56225 -0.11925 -0.88691  -0.222
H -1.93451 3.32742 1.08525  0.225
H 2.81551 2.20566 -0.69853  0.205
H 3.77291 -1.79101 1.16843  0.241
C 4.79738 0.43077 -0.24265  -0.548
H -3.87176 -1.09070 -0.71400  0.220
H 3.44831 -0.21357 2.03650  0.210
H -0.35389 -1.92490 0.83231  0.229
H -4.24353 -1.42451 2.24692  0.197
H 2.01819 -1.17145 1.38220  0.202
C -2.82500 0.74816 -1.63248  0.222
N -3.78581 1.11134 -2.10917  -0.299
H -4.32866 -2.69205 0.19476  0.210
C -1.88282 3.21538 -0.15015  -0.653
H 5.49665 -0.38249 -0.15971  0.219
C 1.43655 -1.02758 -1.22259  0.490
N 0.16303 1.83818 0.34325  -0.559
H -1.35820 3.97772 -0.43653  0.230
C -1.75407 0.93554 -0.89879  -0.199
C -1.21439 2.12801 -0.14890  0.276
C 2.96638 -0.59890 -1.26541  -0.458
C -0.98238 -0.59685 -0.59126  -0.132
C -3.57121 -1.77797 0.12751  -0.395
H -2.93545 3.13729 -0.33417  0.282
H -1.40376 -0.78719 1.18891  0.218
C 3.23923 0.13686 0.10844  -0.123
H 5.07727 0.95079 0.77636  0.173
H -2.06448 -2.96789 -0.19812  0.199
C -4.16431 -0.86876 1.34402  -0.630
H -1.09579 -1.07469 -1.80700  0.263
C 0.97530 0.99108 -0.22304  0.314
C 2.44666 1.34213 0.16395  -0.342
O 1.12083 -1.90576 -2.22108  -0.612
H -2.35444 -2.88789 1.29249  0.175
H 0.58424 2.82835 0.72709  0.393
H 3.19652 -0.27352 -2.19703  0.239
C 3.17879 -0.68543 1.14737  -0.591


What should be chosen as the most stable of them? Choose i).